The following is a quantum chemistry calculation of a structure of composition C31H23Br2N4O2RuS3 at a distorted geometry, from the Open Molecules 2025 dataset.

Positions of all 66 atoms, in Å:
Ru1 0.1537 -1.1147 0.1773
S1 -2.1649 1.8325 2.7455
C1 -0.5133 2.3878 2.7727
C2 0.0474 3.4575 3.4617
C3 1.3924 3.7204 3.2693
C4 2.1631 2.9345 2.4040
C5 1.6147 1.8630 1.7262
C6 0.2635 1.5879 1.9284
N1 -0.4405 0.5679 1.3192
C7 -1.7116 0.5896 1.6049
C8 -2.5754 -0.3005 0.8741
C9 -3.9645 -0.3092 1.0110
C10 -4.7221 -1.0821 0.1580
C11 -4.0664 -1.8278 -0.8279
C12 -2.6875 -1.8340 -0.9370
C13 -1.8657 -1.0782 -0.0776
H1 -0.5522 4.0731 4.1206
H2 1.8511 4.5519 3.7909
H3 3.2118 3.1685 2.2666
H4 2.1745 1.2039 1.0714
H5 -4.4421 0.3025 1.7715
H6 -5.8020 -1.1058 0.2408
H7 -4.6537 -2.4240 -1.5189
H8 -2.2219 -2.4380 -1.7057
S2 -0.4596 -2.6504 1.8360
C14 -0.7283 -4.0868 0.9014
C15 -1.3355 -5.1941 1.5748
N2 -1.8158 -6.0733 2.1449
C16 -0.3363 -4.1914 -0.3986
S3 0.4504 -2.8789 -1.2500
C17 -0.5369 -5.4120 -1.1150
N3 -0.6960 -6.3829 -1.7172
C18 -3.3299 2.3827 -1.4165
C19 -2.1751 2.3335 -2.3750
C20 -2.2576 3.0159 -3.6066
C21 -1.1948 2.9882 -4.4570
C22 -0.0357 2.2640 -4.1111
C23 1.1249 2.2193 -4.9151
Br1 1.2051 3.1659 -6.5750
C24 2.2206 1.5097 -4.5125
C25 2.1943 0.8006 -3.3190
Br2 3.7429 -0.1822 -2.8299
C26 1.0827 0.7327 -2.4456
O1 1.1502 0.0218 -1.4095
C27 -0.0598 1.5569 -2.8725
N4 -1.1171 1.6359 -2.0335
H9 -3.9925 3.2221 -1.6386
H10 -2.9649 2.4822 -0.3969
H11 -3.9086 1.4583 -1.4666
H12 -3.1547 3.5701 -3.8563
H13 -1.2216 3.5229 -5.3975
H14 3.1135 1.4839 -5.1223
C28 2.3426 -1.1453 3.3332
C29 2.8899 -1.4396 1.9270
C30 4.2518 -0.7320 1.7908
C31 3.1148 -2.9509 1.7571
O2 2.0761 -0.9494 0.9218
H15 3.0251 -1.5208 4.1044
H16 1.3725 -1.6186 3.4762
H17 2.2305 -0.0662 3.4707
H18 4.9926 -1.1366 2.4900
H19 4.1401 0.3380 1.9865
H20 4.6153 -0.8572 0.7692
H21 3.8181 -3.3420 2.5014
H22 3.5112 -3.1385 0.7566
H23 2.1675 -3.4822 1.8486

Computed properties:
- Charge: -2
- ΔE to the lowest compared entry with this formula, charge and spin: 7.0 kcal per mole
- Highest occupied orbital energy (spin up / spin down): -0.0555 / -0.0606 hartree
- HOMO-LUMO gap (spin up / spin down): 0.19691 / 0.20200 Eh
- Strongest force on any atom: 1.02 eV/Å
- ⟨S²⟩: 0.763
- 2S+1: 2